{"formula": "C20H26AuBrN3O4SSe", "method": "ωB97M-V/def2-TZVPD", "de_lowest_ev": 0.663, "e_tot_ha": -6752.05029, "e_lumo_ha": -0.1522, "spin_multiplicity": 1, "total_charge": 1, "symbols": ["Au", "O", "S", "O", "O", "O", "Br", "C", "C", "C", "N", "C", "C", "H", "H", "H", "H", "C", "C", "C", "C", "N", "C", "Se", "N", "C", "C", "C", "C", "C", "C", "C", "C", "C", "C", "H", "H", "H", "H", "H", "H", "H", "H", "H", "H", "H", "H", "H", "H", "H", "H", "H", "H", "H", "H", "H", "H"], "coordinates": [[0.24, 1.68, 1.37], [-1.46, 0.51, -1.84], [-0.25, 0.17, -1.13], [0.68, -0.65, -1.86], [0.49, 1.37, -0.63], [-0.63, -0.82, 0.11], [-0.36, 2.24, 7.98], [-0.20, 2.15, 6.12], [1.03, 2.34, 5.51], [1.10, 2.26, 4.14], [0.02, 2.00, 3.37], [-1.16, 1.82, 3.97], [-1.32, 1.89, 5.34], [1.91, 2.55, 6.09], [2.03, 2.41, 3.62], [-2.01, 1.64, 3.32], [-2.29, 1.75, 5.78], [-3.12, -4.55, 1.48], [-3.98, -4.34, 0.24], [-4.69, -2.99, 0.23], [-3.79, -1.81, -0.10], [-3.29, -1.87, -1.48], [-2.06, -2.20, -1.90], [-0.59, -2.58, -0.80], [-2.01, -2.16, -3.23], [-0.81, -2.37, -4.06], [-0.31, -3.81, -4.07], [-1.25, -4.85, -4.68], [-2.47, -5.20, -3.82], [-3.24, -1.75, -3.70], [-3.71, -1.53, -5.00], [-5.02, -1.11, -5.11], [-5.84, -0.92, -3.98], [-5.38, -1.14, -2.71], [-4.05, -1.57, -2.59], [-2.65, -5.53, 1.48], [-3.72, -4.47, 2.38], [-2.32, -3.81, 1.55], [-4.73, -5.13, 0.18], [-3.38, -4.44, -0.67], [-5.12, -2.79, 1.22], [-5.53, -3.00, -0.47], [-2.92, -1.75, 0.55], [-4.32, -0.86, -0.02], [-0.05, -1.68, -3.70], [-1.09, -2.07, -5.06], [-0.01, -4.12, -3.07], [0.62, -3.78, -4.66], [-0.68, -5.76, -4.85], [-1.58, -4.51, -5.67], [-2.16, -5.45, -2.80], [-2.98, -6.08, -4.22], [-3.21, -4.40, -3.77], [-3.09, -1.67, -5.87], [-5.43, -0.92, -6.09], [-6.86, -0.58, -4.13], [-6.01, -0.99, -1.84]], "lowdin_charge": [0.8893, -0.2642, 0.3005, -0.4062, -0.4642, -0.5990, 0.8357, -0.6776, -0.0799, -0.1116, -0.1540, -0.1154, -0.0836, 0.1164, 0.1156, 0.1135, 0.1143, -0.1049, -0.2503, -0.1706, -0.1148, 0.0191, -0.4903, 1.2904, 0.0201, -0.1025, -0.1849, -0.2352, -0.0935, -0.1395, 0.0217, -0.0483, -0.0481, 0.0171, -0.1291, 0.0782, 0.0794, 0.0414, 0.1138, 0.0843, 0.1240, 0.1084, 0.0942, 0.1386, 0.1118, 0.1274, 0.0836, 0.1262, 0.1113, 0.1128, 0.0713, 0.0797, 0.0584, 0.1187, 0.1156, 0.1154, 0.1195]}